(1)
Computed, not measured: C2HBrN2O in the gas phase in a non-equilibrium geometry, with wB97M-V/def2-TZVPD.

```
7
Properties=species:S:1:pos:R:3:forces:R:3
C 1.18722 -0.24620 -0.04588 -1.097 0.184 1.012
C -1.23144 0.23581 -0.02173 -0.734 -1.990 0.442
N 0.86773 1.04057 0.04381 1.305 1.316 -0.514
N -0.46117 1.12142 0.09612 0.853 0.943 -0.116
O 0.37689 -1.15518 0.11122 -2.453 -0.692 -0.634
Br -2.89869 -0.41583 0.03057 0.071 -0.077 0.024
H 2.15947 -0.58059 -0.21411 2.055 0.316 -0.213
```
Positions in Å, forces in eV/Å.

The largest force on an atom is 2.6 eV Å⁻¹. As for the spin multiplicity: 1. As for the total charge: 0. For the HOMO-LUMO gap, the calculation gives 9.058 eV. The calculation puts the energy above the lowest of the compared OMol25 structures with the same formula, charge and spin at 52.09 kcal per mole.

***

(2)
Computed, not measured: 2 unconnected molecules or ions with the total composition C2HBrN2O in a non-equilibrium geometry, with wB97M-V/def2-TZVPD.

```
7
Properties=species:S:1:pos:R:3:forces:R:3
C -0.14861 -1.90679 1.13747 -0.139 0.598 0.531
C 0.16341 0.96312 -1.04887 0.149 5.004 1.825
N 0.12643 -0.81033 0.97312 0.221 -0.080 0.270
N 0.16080 2.06028 -0.58297 -0.301 -6.012 -2.343
O 0.05630 3.05292 0.03824 0.101 2.104 0.940
Br 0.13632 -0.51690 -1.98125 0.068 -0.804 -1.161
H -0.49467 -2.84231 1.46427 -0.098 -0.810 -0.062
```
Positions in Å, forces in eV/Å.

The largest force on an atom is 6.5 eV Å⁻¹. As for the spin multiplicity: 1. As for the total charge: 0. For the HOMO-LUMO gap, the calculation gives 9.466 eV. Its SMILES is [O-][N+]#CBr.C#N. The calculation puts the energy above the lowest of the compared OMol25 structures with the same formula, charge and spin at 76.89 kcal per mole.

***

(3)
Computed, not measured: 2 unconnected molecules or ions with the total composition C2HBrO2 in a non-equilibrium geometry, with wB97M-V/def2-TZVPD.

```
6
Properties=species:S:1:pos:R:3:forces:R:3
C -2.68611 -1.74679 -0.89709 1.006 -0.662 -0.661
C -1.39346 1.10510 0.71911 1.006 -0.533 1.454
O -1.68523 -2.20026 -1.22096 1.549 -0.577 -0.294
O -3.70301 -1.32341 -0.62969 -2.565 1.216 0.917
Br -0.87235 -0.35068 1.69790 -0.495 -1.647 -0.305
H -0.81571 1.76103 1.35946 -0.502 2.203 -1.110
```
Positions in Å, forces in eV/Å.

The largest force on an atom is 3.0 eV Å⁻¹. As for the spin multiplicity: 3. As for the expectation value of S²: 2.01. As for the total charge: 0. For the HOMO-LUMO gap (alpha / beta), the calculation gives 9.413 / 9.184 eV. The calculation puts the energy above the lowest of the compared OMol25 structures with the same formula, charge and spin at 14.13 kcal per mole.

***

Number 1: E -77156.71845 eV. Number 2: E -77155.64287 eV. Number 3: E -76223.47119 eV.